No. 1
Below is a molecular structure, C7H11I2N2OSeTl at a distorted geometry, with properties calculated with ωB97M-V/def2-TZVPD.

XYZ file:
```
25
Properties=species:S:1:pos:R:3
C 1.01 -3.88 -1.32
I 2.80 -1.67 2.02
H 2.05 -3.38 -1.14
H 0.57 -3.53 -2.26
H 1.21 -4.95 -1.43
C -1.43 2.53 -0.64
C -0.28 0.83 0.32
N -1.41 1.57 0.39
H 0.07 2.88 -2.21
I 1.76 2.31 2.44
N 0.38 1.29 -0.78
H -2.24 3.27 -0.71
Tl 0.56 -0.18 2.03
C 0.25 -3.55 -0.21
O -0.68 -3.47 0.54
C -0.30 2.35 -1.36
C 1.65 0.81 -1.24
H 2.45 1.07 -0.53
H 1.80 1.28 -2.23
H 1.67 -0.29 -1.37
C -2.46 1.49 1.38
H -3.42 1.27 0.88
H -2.51 2.45 1.90
H -2.25 0.68 2.08
Se -1.26 -1.19 3.45
```

largest force on an atom: 5.10 eV Å⁻¹
DFT total energy: -3627.29431 Ha
LUMO (alpha / beta): 4.647 / 4.595 eV
gap between HOMO and LUMO (alpha / beta): 0.1906 / 0.0692 Ha
highest occupied orbital energy (alpha / beta): -0.539 / 2.711 eV
total charge: -2

No. 2
Below is a molecular structure, C15H19N3O5 at a distorted geometry, with properties calculated with ωB97M-V/def2-TZVPD.

XYZ file:
```
42
Properties=species:S:1:pos:R:3
C -1.08 4.50 -2.69
H -0.08 4.03 -2.75
C -1.39 4.96 -1.42
H -2.51 5.46 -1.50
C -1.53 4.10 -0.46
N -0.09 3.71 -0.05
C 0.25 2.57 -0.38
O -0.37 1.63 -1.19
C 1.85 2.07 -0.28
O 2.69 3.07 -0.39
C 2.45 4.42 -0.31
C 1.10 4.54 0.41
H 1.03 4.14 1.42
H 0.68 5.47 0.62
H 1.99 4.74 -1.48
H 3.02 5.13 0.18
C 2.14 0.85 -0.95
C 1.94 -0.43 -0.27
O 2.91 -1.33 0.16
N 0.71 -0.76 -0.31
C 0.00 -1.89 -0.04
C 0.75 -2.87 0.80
C 0.01 -4.08 1.18
C -1.43 -3.99 1.13
C -1.96 -3.11 0.14
C -1.40 -2.03 -0.08
H -2.08 -1.07 -0.58
H -3.06 -3.13 0.24
N -2.26 -5.09 1.52
O -1.69 -6.13 2.03
O -3.34 -5.22 1.26
H 0.37 -4.91 1.46
H 1.74 -3.01 0.81
H -0.05 -0.03 -0.87
H 3.33 0.98 -1.07
H 2.06 0.80 -1.93
H 1.82 1.72 0.73
H -1.97 3.31 -0.28
H -1.67 4.58 0.65
H -0.64 6.09 -1.15
H -1.27 5.24 -3.41
H -1.62 3.85 -2.80
```

largest force on an atom: 17.37 eV Å⁻¹
energy above the lowest of the compared OMol25 structures with the same formula, charge and spin: 1917.7 kJ/mol
DFT total energy: -1122.80460 Ha
LUMO: -0.499 eV
gap between HOMO and LUMO: 0.2954 Ha
highest occupied orbital energy: -8.537 eV

No. 3
Below is 2 unconnected molecules or ions with the total composition C2H4N4S at a distorted geometry, with properties calculated with ωB97M-V/def2-TZVPD.

XYZ file:
```
11
Properties=species:S:1:pos:R:3
C -0.55 0.12 -2.56
C 0.53 -0.70 0.92
N -1.67 0.11 -2.78
N 1.08 -0.01 0.12
N 1.84 0.44 -0.70
N -0.54 -0.97 1.65
S -1.32 0.56 2.24
H 0.58 0.19 -2.38
H 2.62 0.89 -0.16
H -0.36 -1.59 2.33
H -2.21 0.97 1.31
```

largest force on an atom: 5.75 eV Å⁻¹
energy above the lowest of the compared OMol25 structures with the same formula, charge and spin: 484.8 kJ/mol
DFT total energy: -695.64728 Ha
LUMO: -0.229 eV
gap between HOMO and LUMO: 0.3167 Ha
highest occupied orbital energy: -8.847 eV

No. 4
Below is a single C15H30O2 molecule, with properties calculated with ωB97M-V/def2-TZVPD.

XYZ file:
```
47
Properties=species:S:1:pos:R:3
C -7.13 -5.08 -2.89
C -6.38 -3.97 -2.16
C -4.87 -4.20 -2.16
C -4.11 -3.09 -1.44
C -2.61 -3.33 -1.44
C -1.85 -2.22 -0.71
C -0.34 -2.46 -0.72
C 0.45 -1.42 0.08
C 0.47 -0.05 -0.59
C 1.24 1.00 0.22
C 2.75 0.76 0.25
C 3.50 1.82 1.05
C 3.54 3.19 0.36
C 4.36 4.20 1.16
C 3.67 4.60 2.44
O 2.48 4.67 2.61
O 4.55 4.92 3.40
H -6.94 -6.04 -2.42
H -6.81 -5.14 -3.92
H -8.20 -4.89 -2.87
H -6.73 -3.91 -1.12
H -6.60 -3.01 -2.63
H -4.65 -5.16 -1.69
H -4.52 -4.26 -3.20
H -4.47 -3.03 -0.40
H -4.33 -2.14 -1.92
H -2.39 -4.29 -0.96
H -2.25 -3.39 -2.47
H -2.20 -2.16 0.32
H -2.07 -1.27 -1.20
H 0.02 -2.48 -1.75
H -0.15 -3.45 -0.29
H 0.02 -1.33 1.08
H 1.47 -1.79 0.19
H -0.55 0.30 -0.72
H 0.92 -0.14 -1.58
H 1.04 1.98 -0.22
H 0.86 1.02 1.24
H 3.13 0.74 -0.78
H 2.95 -0.21 0.69
H 3.04 1.93 2.03
H 4.53 1.48 1.20
H 2.52 3.58 0.27
H 3.96 3.08 -0.63
H 5.35 3.81 1.41
H 4.50 5.11 0.58
H 4.09 5.20 4.20
```

largest force on an atom: 0.65 eV Å⁻¹
energy above the lowest of the compared OMol25 structures with the same formula, charge and spin: 0.0 kJ/mol
SMILES: CCCCCCCCCCCCCCC(=O)O
DFT total energy: -740.05961 Ha
LUMO: 0.829 eV
gap between HOMO and LUMO: 0.4137 Ha
highest occupied orbital energy: -10.429 eV

No. 5
Below is a molecular structure, C31H31AsGaGeN4O7S2 at a distorted geometry, with properties calculated with ωB97M-V/def2-TZVPD.

XYZ file:
```
78
Properties=species:S:1:pos:R:3
Ga -1.20 2.18 0.30
S -4.26 1.48 0.82
C -4.39 0.32 1.98
N -4.88 0.56 3.22
C -4.71 -0.49 4.21
C -4.76 -1.78 3.41
S -3.98 -1.37 1.82
H -4.91 1.53 3.50
H -5.52 -0.44 4.95
H -3.76 -0.39 4.73
H -5.79 -2.10 3.24
H -4.21 -2.59 3.88
C 1.98 2.98 2.98
As 2.18 2.29 1.14
C 3.33 0.77 1.56
C 3.62 3.50 0.59
H 2.96 3.19 3.42
H 1.46 2.25 3.59
H 1.39 3.90 2.96
H 4.13 1.07 2.24
H 3.75 0.38 0.63
H 2.73 -0.03 1.99
H 4.39 3.57 1.37
H 3.22 4.49 0.39
H 4.08 3.13 -0.33
O 0.97 -4.09 4.01
N 0.37 -3.24 4.64
O 0.03 -3.37 5.80
C 0.03 -2.00 3.96
C -0.57 -0.99 4.69
C -0.93 0.17 4.04
C -0.69 0.39 2.65
O -0.89 1.52 2.11
C -0.07 -0.70 1.96
C 0.30 -1.85 2.61
N 0.21 -0.58 0.58
O -1.91 -0.68 -0.26
O 1.38 -0.97 0.10
N -1.52 1.21 4.86
O -1.08 1.34 5.99
O -2.43 1.88 4.40
H -0.74 -1.10 5.75
H 0.79 -2.63 2.04
C -0.75 -0.34 -0.35
Ge 0.21 -0.37 -2.11
C -1.01 0.45 -3.43
C -2.36 0.70 -3.20
C -3.16 1.29 -4.18
C -2.62 1.63 -5.42
C -1.28 1.38 -5.67
C -0.49 0.80 -4.68
C 0.42 -2.23 -2.71
C -0.33 -2.72 -3.77
C -0.17 -4.02 -4.22
C 0.75 -4.86 -3.62
C 1.51 -4.39 -2.55
C 1.34 -3.09 -2.09
C 1.85 0.68 -2.38
C 3.09 0.05 -2.49
C 4.24 0.78 -2.79
C 4.16 2.15 -2.99
C 2.94 2.79 -2.87
C 1.80 2.06 -2.57
H -2.81 0.43 -2.25
H -4.21 1.48 -3.98
H -3.24 2.08 -6.18
H -0.84 1.64 -6.63
H 0.56 0.62 -4.89
H -1.06 -2.07 -4.25
H -0.77 -4.39 -5.05
H 0.88 -5.88 -3.97
H 2.22 -5.04 -2.06
H 1.89 -2.74 -1.23
H 3.16 -1.02 -2.35
H 5.19 0.27 -2.87
H 5.06 2.72 -3.22
H 2.87 3.86 -3.02
H 0.84 2.57 -2.51
```

largest force on an atom: 2.78 eV Å⁻¹
energy above the lowest of the compared OMol25 structures with the same formula, charge and spin: 34.4 kJ/mol
DFT total energy: -8979.32054 Ha
LUMO: 1.978 eV
gap between HOMO and LUMO: 0.2297 Ha
highest occupied orbital energy: -4.272 eV
total charge: -1

No. 6
Below is a single C20H27NOSi molecule at a distorted geometry, with properties calculated with ωB97M-V/def2-TZVPD.

XYZ file:
```
50
Properties=species:S:1:pos:R:3
O 1.25 -0.07 -0.76
Si -0.12 0.83 -1.19
C 0.01 2.45 -0.25
C -0.08 2.18 1.27
C 1.14 1.60 2.00
N 1.33 0.09 2.13
C 2.79 -0.24 2.29
C 3.06 -1.69 2.03
C 2.14 -2.59 2.90
C 0.66 -2.21 2.77
C 0.46 -0.72 3.00
C -0.42 1.04 -3.04
C -1.06 0.05 -3.79
C -1.00 0.07 -5.16
C -0.38 1.12 -5.79
C 0.31 2.10 -5.09
C 0.35 2.02 -3.70
C -1.54 -0.16 -0.50
C -2.70 0.53 -0.15
C -3.77 -0.18 0.39
C -3.67 -1.55 0.58
C -2.53 -2.20 0.19
C -1.47 -1.52 -0.36
H 1.38 -0.04 0.24
H -0.84 3.04 -0.57
H 0.88 3.09 -0.46
H -0.31 3.17 1.73
H -0.94 1.55 1.51
H 2.07 2.07 1.66
H 1.14 1.98 3.02
H 3.39 0.37 1.55
H 3.05 0.06 3.29
H 4.14 -1.92 2.21
H 2.88 -1.96 0.98
H 2.48 -2.46 3.95
H 2.27 -3.64 2.66
H -0.02 -2.79 3.41
H 0.36 -2.44 1.72
H -0.61 -0.49 2.87
H 0.68 -0.50 4.05
H -1.52 -0.77 -3.28
H -1.58 -0.64 -5.71
H -0.38 1.17 -6.87
H 0.79 2.92 -5.63
H 0.89 2.78 -3.17
H -2.78 1.58 -0.34
H -4.63 0.35 0.72
H -4.46 -2.09 1.07
H -2.50 -3.25 0.29
H -0.63 -2.07 -0.68
```

largest force on an atom: 2.27 eV Å⁻¹
energy above the lowest of the compared OMol25 structures with the same formula, charge and spin: 0.0 kJ/mol
SMILES: O[Si](CCCN1CCCCC1)(c1ccccc1)c1ccccc1
DFT total energy: -1197.83907 Ha
LUMO: 0.840 eV
gap between HOMO and LUMO: 0.3449 Ha
highest occupied orbital energy: -8.546 eV

No. 7
Below is a molecular structure, C2H5PSi at a distorted geometry, with properties calculated with ωB97M-V/def2-TZVPD.

XYZ file:
```
9
Properties=species:S:1:pos:R:3
C 0.35 -0.67 0.24
C 0.15 0.81 -0.14
Si -1.47 -0.21 -0.05
P 1.18 -0.17 -1.26
H 0.74 -0.98 1.12
H 0.41 1.71 0.44
H -1.89 -0.72 -1.33
H -2.23 0.03 1.31
H 2.78 0.18 -0.32
```

largest force on an atom: 3.48 eV Å⁻¹
energy above the lowest of the compared OMol25 structures with the same formula, charge and spin: 87.4 kJ/mol
DFT total energy: -709.89370 Ha
LUMO: 0.408 eV
gap between HOMO and LUMO: 0.3384 Ha
highest occupied orbital energy: -8.800 eV

No. 8
Below is a molecular structure, C40H45GeN5O2SSc at a distorted geometry, with properties calculated with ωB97M-V/def2-TZVPD.

XYZ file:
```
95
Properties=species:S:1:pos:R:3
Sc -0.35 -1.46 -0.37
C -0.36 -4.16 -2.00
N -0.17 -3.88 -0.56
C -1.21 -4.58 0.21
C -1.66 -3.81 1.43
C -2.14 -4.48 2.54
C -2.60 -3.75 3.62
C -2.55 -2.36 3.55
C -2.04 -1.78 2.41
N -1.61 -2.48 1.35
C 1.17 -4.26 -0.08
C 2.24 -3.37 -0.67
C 3.58 -3.69 -0.58
C 4.50 -2.82 -1.14
C 4.05 -1.69 -1.80
C 2.70 -1.44 -1.83
N 1.81 -2.26 -1.26
C -1.57 -3.41 -2.51
C -2.09 -3.69 -3.76
C -3.24 -3.03 -4.17
C -3.85 -2.14 -3.29
C -3.25 -1.91 -2.07
N -2.12 -2.51 -1.69
H -0.51 -5.23 -2.16
H 0.53 -3.87 -2.55
H -0.87 -5.58 0.51
H -2.08 -4.72 -0.43
H -2.15 -5.56 2.56
H -2.98 -4.25 4.50
H -2.88 -1.74 4.37
H -1.96 -0.70 2.34
H 1.39 -5.31 -0.32
H 1.18 -4.16 1.01
H 3.89 -4.60 -0.08
H 5.56 -3.04 -1.08
H 4.74 -1.00 -2.27
H 2.29 -0.57 -2.33
H -1.60 -4.41 -4.40
H -3.66 -3.21 -5.15
H -4.76 -1.61 -3.56
H -3.69 -1.21 -1.37
O -0.66 -0.54 -3.82
C -0.87 0.05 -2.78
O -0.13 -0.11 -1.70
C -2.02 1.01 -2.66
C -2.54 1.53 -3.84
C -3.62 2.39 -3.84
C -4.22 2.73 -2.63
C -3.73 2.21 -1.44
C -2.63 1.36 -1.44
S -2.13 0.73 0.18
H -2.06 1.23 -4.77
H -4.00 2.79 -4.77
H -5.07 3.40 -2.61
H -4.20 2.46 -0.50
C 1.58 5.40 3.72
C 1.26 4.07 3.04
C -0.11 3.53 3.43
C -0.48 2.23 2.71
Ge -0.86 2.53 0.82
C 0.60 2.92 -0.42
C 0.45 4.34 -0.99
C 1.58 4.72 -1.94
C 2.95 4.79 -1.27
H 2.57 5.76 3.44
H 1.56 5.30 4.81
H 0.86 6.17 3.44
H 2.02 3.33 3.29
H 1.30 4.21 1.95
H -0.87 4.30 3.25
H -0.12 3.34 4.51
H -1.39 1.79 3.13
H 0.31 1.49 2.80
H -1.91 3.65 0.68
H 0.59 2.18 -1.23
H 1.53 2.80 0.13
H 0.41 5.07 -0.17
H -0.51 4.41 -1.51
H 1.35 5.70 -2.38
H 1.60 4.01 -2.77
H 2.93 5.45 -0.41
H 3.71 5.17 -1.97
H 3.29 3.80 -0.94
N 4.98 0.60 4.70
C 4.14 0.29 3.98
C 3.09 -0.11 3.06
C 2.97 0.53 1.83
C 1.97 0.13 0.96
C 1.04 -0.88 1.27
C 1.20 -1.49 2.52
C 2.20 -1.12 3.41
H 3.66 1.32 1.56
H 1.90 0.64 0.00
H 0.52 -2.27 2.84
H 2.30 -1.61 4.37
```

largest force on an atom: 1.37 eV Å⁻¹
energy above the lowest of the compared OMol25 structures with the same formula, charge and spin: 9.7 kJ/mol
DFT total energy: -5211.33528 Ha
LUMO: -2.488 eV
gap between HOMO and LUMO: 0.3216 Ha
highest occupied orbital energy: -11.239 eV
total charge: +1